[1]
The following is a quantum chemistry calculation of a cluster of 14 separate species, C54H84Br2N8O5 in total, from the OMol25 dataset.

- strongest force on any atom (Eh/bohr) = 0.1053
- HOMO-LUMO gap (eV) = 8.337
- HOMO level (eV) = -8.1

Geometry as ORCA input:
```
! RIJCOSX wB97M-V def2-TZVPD def2/J DEFGRID3
* xyz 0 1
C -7.58747 -0.58139 1.57643
C -6.49995 0.15426 0.75271
C -6.45183 1.58388 1.42041
O -7.63909 1.46944 2.17903
C -7.95083 0.26349 2.77551
H -7.32643 -1.59423 1.88318
H -8.59535 -0.63437 1.16474
H -6.86726 0.28133 -0.26564
H -5.50745 -0.29423 0.70914
H -6.52081 2.30288 0.60408
H -5.55337 1.61667 2.03667
H -8.93112 0.05423 3.20368
H -7.27806 -0.01536 3.58651
C -1.31483 0.08404 -5.20622
C -1.90923 -0.32246 -6.55873
C -1.88121 0.99577 -7.37882
O -1.55075 1.99129 -6.41906
C -0.73161 1.48439 -5.38102
H -0.54121 -0.64442 -4.96341
H -2.05620 0.18724 -4.41386
H -2.96169 -0.54424 -6.38201
H -1.25017 -1.13019 -6.87702
H -2.81104 1.19911 -7.91001
H -1.17873 0.93398 -8.20998
H -0.69578 2.04836 -4.44895
H 0.30698 1.35844 -5.68691
C 6.20630 1.64047 2.70326
C 7.30432 0.60924 2.53898
C 7.33080 0.31926 1.06568
O 5.95288 0.51103 0.62735
C 5.52613 1.61085 1.35600
H 6.55943 2.65963 2.86043
H 5.53169 1.39492 3.52345
H 7.00400 -0.29931 3.06094
H 8.24797 1.01432 2.90441
H 7.73664 -0.67951 0.90484
H 7.94893 0.94895 0.42574
H 4.45348 1.61525 1.54963
H 5.63372 2.44982 0.66849
C -3.73539 -3.10163 -3.59310
C -3.36582 -4.28332 -4.40582
C -1.96992 -4.66776 -3.91755
O -1.64044 -3.77898 -2.80396
C -2.88190 -3.13361 -2.33611
H -4.80175 -3.14080 -3.37078
H -3.55864 -2.16749 -4.12624
H -3.21988 -4.18717 -5.48172
H -4.00071 -5.16048 -4.28094
H -1.19583 -4.64862 -4.68470
H -1.91015 -5.67974 -3.51702
H -2.83853 -2.05393 -2.19289
H -3.33895 -3.68478 -1.51426
C 3.67409 0.63765 -2.23848
C 3.08583 0.40075 -3.61026
C 3.47084 1.68450 -4.30896
O 4.44629 2.31266 -3.54606
C 4.89876 1.26113 -2.65297
H 3.76975 -0.29483 -1.68220
H 3.07466 1.31568 -1.63098
H 2.03656 0.12759 -3.72207
H 3.62717 -0.36271 -4.16900
H 2.63842 2.32517 -4.60001
H 3.81508 1.30207 -5.26986
H 5.53291 1.68748 -1.87569
H 5.54767 0.47196 -3.03274
Br 0.95404 -0.18379 1.65912
C -0.70093 0.68335 0.97027
C -1.29908 -0.11466 -0.16184
Br 0.05097 -0.53249 -1.54599
H -0.57907 1.72546 0.67489
H -1.39714 0.68002 1.80896
H -2.12989 0.40351 -0.64075
H -1.50041 -1.11647 0.21759
N -0.45978 -3.92489 4.12019
C 0.00625 -4.18663 5.35585
C 0.57983 -3.02177 5.88589
C 0.50929 -1.96758 4.93631
C -0.28041 -2.54654 3.94621
H -0.96803 -4.47947 3.44623
H -0.23165 -5.18640 5.68791
H 1.12558 -2.92218 6.81251
H 1.01295 -1.01222 4.93771
H -0.70217 -2.17790 3.02282
N -0.81691 -5.68198 0.45163
C -1.89529 -5.06617 0.95650
C -2.25521 -5.72020 2.14890
C -1.38752 -6.74469 2.38118
C -0.40120 -6.66938 1.36200
H -0.19996 -5.39916 -0.29636
H -2.38905 -4.17233 0.60488
H -3.12724 -5.60805 2.77609
H -1.31333 -7.47878 3.16986
H 0.55565 -7.14956 1.21961
N 0.96365 6.17267 0.58790
C 1.03312 4.90780 -0.02544
C 1.88655 5.02328 -1.08372
C 2.35476 6.35914 -0.97460
C 1.77667 7.12527 0.02008
H 0.28446 6.27328 1.32863
H 0.39531 4.10664 0.31771
H 2.24564 4.36597 -1.86180
H 3.03285 6.64324 -1.76573
H 1.68227 8.15763 0.32293
N 3.04103 -4.62791 -0.13866
C 3.24747 -5.93510 -0.59074
C 2.26024 -6.14747 -1.55437
C 1.45236 -5.03019 -1.75274
C 2.12491 -4.01252 -1.00118
H 3.49336 -4.28380 0.69625
H 3.97780 -6.61642 -0.17988
H 2.14311 -7.16386 -1.90023
H 0.56750 -4.87273 -2.35159
H 1.78916 -3.00370 -0.81151
N -1.05745 4.14548 3.29993
C -1.59004 5.37895 2.95778
C -2.75295 5.11801 2.28954
C -2.98910 3.71499 2.39960
C -1.90251 3.14555 3.04917
H -0.13858 4.07352 3.71294
H -1.01519 6.24821 3.24125
H -3.45963 5.79116 1.82707
H -3.87786 3.24325 2.00720
H -1.58054 2.14769 3.30803
N 3.11905 -2.94600 3.34330
C 3.42392 -4.16948 3.82166
C 4.69956 -4.52587 3.55096
C 5.30111 -3.31193 3.01938
C 4.26762 -2.43366 2.74345
H 2.19692 -2.53558 3.37974
H 2.60651 -4.69256 4.29560
H 5.14846 -5.42688 3.94218
H 6.35490 -3.14444 2.85253
H 4.31132 -1.40869 2.40592
N 2.62169 6.46338 3.79789
C 1.93059 6.71970 4.97431
C 1.22187 5.50381 5.29097
C 1.68655 4.59480 4.37750
C 2.47145 5.14590 3.42878
H 3.20093 7.15179 3.33890
H 2.04162 7.68036 5.45513
H 0.61294 5.46533 6.18210
H 1.54170 3.54304 4.57555
H 3.13533 4.69090 2.70861
N -4.01212 2.70785 -4.51052
C -3.79423 3.45727 -3.35274
C -4.88692 3.22328 -2.50864
C -5.78326 2.34678 -3.20341
C -5.20901 2.03956 -4.46300
H -3.37947 2.72261 -5.29769
H -3.03707 4.20568 -3.17112
H -5.11062 3.53505 -1.49910
H -6.73965 1.94536 -2.90242
H -5.40229 1.35199 -5.27310
*
```

---

[2]
The following is a quantum chemistry calculation of a structure of composition C54H84GeN4O2P2Si3Tl, from the OMol25 dataset.

- energy above the lowest of the compared OMol25 structures with the same formula, charge and spin (kcal per mole) = 5.59
- strongest force on any atom (Eh/bohr) = 0.0124
- HOMO-LUMO gap (alpha / beta) (eV) = 5.752 / 7.334
- HOMO level (alpha / beta) (eV) = -6.5 / -8.1

Geometry as ORCA input:
```
! RIJCOSX wB97M-V def2-TZVPD def2/J DEFGRID3
* xyz 0 2
Tl 0.92150 -1.71981 0.15902
C 3.99423 -3.86783 -1.26325
C 3.09294 -4.05783 -0.06000
C 1.93356 -4.83347 -0.17404
C 1.64756 -5.58794 -1.45399
C 1.03831 -4.91789 0.90169
C -0.25492 -5.69043 0.75449
C 1.34058 -4.28462 2.11324
C 0.43749 -4.42823 3.32003
C 2.51504 -3.52630 2.23627
C 2.79088 -2.81499 3.53756
C 3.39950 -3.42731 1.15534
C 4.69019 -2.64641 1.28976
H 4.70987 -4.68971 -1.36953
H 4.56271 -2.94193 -1.19097
H 3.40547 -3.81156 -2.17964
H 2.55724 -5.76702 -2.02352
H 0.95371 -5.03019 -2.09530
H 1.20432 -6.56077 -1.24458
H -0.17702 -6.68748 1.19894
H -0.53093 -5.81001 -0.29020
H -1.07434 -5.17110 1.25008
H -0.28621 -5.23039 3.19716
H -0.10774 -3.50006 3.52893
H 1.02897 -4.65323 4.20930
H 3.30765 -3.47015 4.24727
H 1.86521 -2.49058 4.00851
H 3.40381 -1.92776 3.39862
H 5.50192 -3.13732 0.75399
H 4.99596 -2.55880 2.32939
H 4.59238 -1.63002 0.89053
C -2.63755 -4.51985 -1.69624
P -1.68686 -2.98012 -1.35172
C -1.94479 -2.15407 -3.00948
N -3.16856 -1.94695 -3.42392
C -3.35689 -1.41334 -4.65322
C -4.67126 -1.15823 -5.11715
C -4.85809 -0.64437 -6.36375
C -3.75102 -0.37175 -7.20964
C -2.47918 -0.61617 -6.78862
C -2.25823 -1.13575 -5.48798
N -0.99330 -1.35551 -5.05810
C -0.81048 -1.82023 -3.84777
P 0.94206 -2.06904 -3.23645
C 1.55884 -3.06407 -4.65946
C 1.77764 -0.40190 -3.49839
C 3.19148 -0.57503 -2.93250
C 1.00863 0.60724 -2.63881
C 1.86159 0.09616 -4.93990
C -2.84261 -2.06479 -0.16571
C -2.47127 -0.57817 -0.22576
C -4.33724 -2.22752 -0.44563
C -2.54457 -2.62324 1.23230
H -3.57865 -4.28916 -2.19451
H -2.82489 -5.05249 -0.76297
H -2.03794 -5.16499 -2.34189
H -5.50321 -1.38171 -4.46093
H -5.86241 -0.44765 -6.71754
H -3.92071 0.03559 -8.19857
H -1.61861 -0.42001 -7.41585
H 1.27782 -2.60691 -5.60774
H 1.11843 -4.06087 -4.59864
H 2.64263 -3.16797 -4.59598
H 3.15912 -0.89039 -1.88556
H 3.72742 0.37815 -2.98124
H 3.76939 -1.31529 -3.49397
H 1.01258 0.34284 -1.57741
H -0.03226 0.69945 -2.95954
H 1.47036 1.59543 -2.72153
H 2.51204 -0.53806 -5.54843
H 2.28450 1.10698 -4.93993
H 0.88382 0.13426 -5.41260
H -2.51094 -0.19120 -1.24684
H -1.48113 -0.36417 0.18542
H -3.18023 -0.00405 0.37277
H -4.60223 -1.86283 -1.43337
H -4.89800 -1.65530 0.30170
H -4.65194 -3.27177 -0.36670
H -1.48687 -2.55105 1.49682
H -2.84612 -3.67266 1.31428
H -3.09707 -2.05428 1.98586
O 1.10264 1.20374 0.48701
C 1.13316 0.91538 1.69129
N 1.92206 1.56199 2.60945
C 1.62988 1.09953 3.95359
C 0.64312 -0.06968 3.60673
O 0.16513 -0.82213 4.44126
N 0.42496 -0.10295 2.26713
C 2.87717 0.58695 4.67886
C 4.14379 0.94621 4.23439
C 5.28075 0.51762 4.91016
C 5.16055 -0.27490 6.04097
C 3.89438 -0.62829 6.49509
C 2.76028 -0.19398 5.82660
C 0.99434 2.19279 4.82140
C 1.51239 3.48550 4.78432
C 0.98366 4.48436 5.58645
C -0.06342 4.19966 6.45416
C -0.57224 2.91084 6.50869
C -0.04764 1.91075 5.69749
H 2.33415 2.45403 2.39743
H 4.25247 1.55093 3.34247
H 6.26083 0.80953 4.55201
H 6.04468 -0.61272 6.56737
H 3.79017 -1.24493 7.38034
H 1.77678 -0.48127 6.17499
H 2.34359 3.72852 4.12975
H 1.39454 5.48602 5.53581
H -0.47597 4.97854 7.08341
H -1.38179 2.67614 7.18971
H -0.45512 0.90756 5.73106
C -2.07929 2.42799 -4.06662
Si -2.66913 2.94163 -2.35814
C -3.19719 4.73953 -2.57084
C -4.23067 1.95113 -2.00219
Ge -1.04869 2.82165 -0.56718
Si 0.52381 4.57712 -0.94272
C 1.18509 4.61696 -2.70018
C -0.25653 6.26064 -0.62681
C 1.99106 4.41351 0.21878
Si -2.19301 3.41574 1.45469
C -0.95303 4.12881 2.66012
C -3.50156 4.73118 1.14545
C -3.05916 1.99652 2.32139
H -2.77673 2.82731 -4.81134
H -2.05555 1.34232 -4.18654
H -1.07991 2.81090 -4.29664
H -3.99163 4.80351 -3.32583
H -2.35944 5.35353 -2.91536
H -3.57648 5.17342 -1.64351
H -5.03454 2.28682 -2.66747
H -4.56837 2.07586 -0.96781
H -4.08211 0.88045 -2.17765
H 0.37259 4.64517 -3.43355
H 1.80216 3.73917 -2.91488
H 1.80470 5.50800 -2.84568
H -1.08821 6.44571 -1.31195
H 0.48096 7.05920 -0.76663
H -0.64672 6.33380 0.39298
H 2.36174 3.38364 0.18979
H 1.69735 4.64695 1.24908
H 2.80584 5.08619 -0.06805
H -0.54158 5.07940 2.30604
H -0.11817 3.43709 2.80260
H -1.41075 4.29814 3.64081
H -3.07764 5.60646 0.64414
H -3.93057 5.06066 2.09877
H -4.31556 4.34532 0.52293
H -2.37759 1.15665 2.49510
H -3.91406 1.63368 1.74171
H -3.43383 2.34046 3.29152
*
```

---

[3]
The following is a quantum chemistry calculation of a structure of composition C54H84GeN4O2P2Si3Tl, from the OMol25 dataset.

- energy above the lowest of the compared OMol25 structures with the same formula, charge and spin (kcal per mole) = 0.00
- strongest force on any atom (Eh/bohr) = 0.0133
- HOMO-LUMO gap (alpha / beta) (eV) = 6.436 / 7.269
- HOMO level (alpha / beta) (eV) = -7.0 / -8.1

Geometry as ORCA input:
```
! RIJCOSX wB97M-V def2-TZVPD def2/J DEFGRID3
* xyz 0 2
Tl 0.35910 -1.07231 -0.31010
C 0.18529 -4.36516 -3.47814
C 0.71430 -4.27789 -2.06554
C 0.00519 -4.82360 -0.99254
C -1.22673 -5.67485 -1.19257
C 0.49950 -4.67934 0.30970
C -0.30498 -5.22726 1.46452
C 1.74251 -4.08158 0.53441
C 2.33583 -4.11577 1.92491
C 2.45968 -3.53499 -0.54014
C 3.76870 -2.82119 -0.28589
C 1.94815 -3.65097 -1.83923
C 2.73186 -3.16321 -3.03552
H 0.60289 -5.22353 -4.01237
H 0.44224 -3.47418 -4.04972
H -0.89792 -4.45439 -3.49862
H -1.42189 -5.88689 -2.23942
H -2.12410 -5.22179 -0.76732
H -1.09265 -6.63428 -0.68905
H -0.16547 -6.30723 1.57254
H -1.37118 -5.05754 1.31344
H -0.02339 -4.76256 2.40595
H 2.12912 -5.07427 2.39980
H 1.94130 -3.32223 2.56422
H 3.41301 -3.98370 1.90600
H 4.62361 -3.48581 -0.44053
H 3.81819 -2.43316 0.72904
H 3.88926 -1.96950 -0.95431
H 2.75896 -3.93247 -3.80861
H 3.75889 -2.92084 -2.78140
H 2.28210 -2.27287 -3.48209
C -4.02618 1.36605 -1.46840
P -2.95603 -0.02859 -0.94176
C -4.13205 -0.81703 0.26426
N -5.38593 -0.95745 -0.08223
C -6.21920 -1.59959 0.77478
C -7.57548 -1.79258 0.42197
C -8.41129 -2.44565 1.27968
C -7.93447 -2.93098 2.52171
C -6.62920 -2.76268 2.88052
C -5.74194 -2.09234 2.00623
N -4.44824 -1.90799 2.37068
C -3.66038 -1.27611 1.53921
P -1.91225 -0.94331 2.04856
C -1.70545 -2.19085 3.37635
C -2.13483 0.65923 3.01527
C -3.29887 0.65310 4.00409
C -0.83263 0.88419 3.78245
C -2.32549 1.78067 1.98852
C -3.05334 -1.24020 -2.37954
C -1.81056 -0.97997 -3.24021
C -4.30672 -1.10313 -3.24095
C -2.96003 -2.66027 -1.81953
H -5.02419 1.02755 -1.74188
H -3.55973 1.89168 -2.29903
H -4.10307 2.06771 -0.63688
H -7.91348 -1.41494 -0.53378
H -9.44872 -2.59707 1.01287
H -8.61758 -3.43683 3.19109
H -6.24503 -3.12297 3.82536
H -2.48064 -2.11692 4.13580
H -0.71760 -2.06821 3.81939
H -1.75468 -3.18228 2.92379
H -3.10203 0.00268 4.85710
H -4.23866 0.34114 3.55117
H -3.43651 1.66825 4.38701
H -0.68498 0.13269 4.55744
H -0.85697 1.86134 4.27307
H 0.02746 0.86295 3.11845
H -3.27263 1.67027 1.45133
H -1.50890 1.79762 1.26310
H -2.34894 2.74631 2.50149
H -1.66483 0.08319 -3.44426
H -1.90800 -1.49708 -4.19874
H -0.90635 -1.34978 -2.75159
H -4.33313 -0.14476 -3.76224
H -5.21531 -1.20298 -2.64650
H -4.30299 -1.89135 -3.99942
H -2.13735 -2.75390 -1.10216
H -2.76629 -3.35700 -2.63953
H -3.88503 -2.96988 -1.33052
O 0.89841 1.46520 0.47701
C 1.77558 1.08274 1.26978
N 2.45529 1.89016 2.12766
C 3.35500 1.12301 2.96590
C 3.06492 -0.30763 2.39660
O 3.61269 -1.30855 2.81572
N 2.13494 -0.22058 1.41474
C 2.97180 1.25388 4.43757
C 3.22869 2.46162 5.08226
C 2.85655 2.65442 6.40247
C 2.23501 1.63034 7.10498
C 1.98913 0.42081 6.47477
C 2.35373 0.23238 5.14736
C 4.82264 1.47270 2.76032
C 5.79577 0.72404 3.41913
C 7.13792 1.01168 3.24082
C 7.52994 2.05418 2.40928
C 6.56566 2.81086 1.76491
C 5.21747 2.52106 1.94133
H 2.27172 2.87390 2.21631
H 3.73812 3.25588 4.54771
H 3.06043 3.60012 6.88778
H 1.95202 1.77315 8.13960
H 1.51425 -0.38570 7.01900
H 2.17167 -0.72232 4.67269
H 5.49275 -0.09379 4.05941
H 7.88399 0.42014 3.75575
H 8.58027 2.27302 2.26680
H 6.85625 3.62860 1.11787
H 4.47687 3.11530 1.42311
C 0.25475 3.67459 -5.78264
Si -0.39953 2.26868 -4.70368
C -2.26239 2.39976 -4.99514
C 0.22399 0.65057 -5.46816
Ge 0.41331 2.31077 -2.41637
Si 2.79751 2.19091 -2.64598
C 3.65003 2.56428 -1.01250
C 3.31117 0.44790 -3.12832
C 3.43664 3.41203 -3.93277
Si -0.23244 4.38451 -1.41096
C -2.10859 4.45204 -1.27288
C 0.28310 5.83820 -2.49453
C 0.48072 4.65970 0.30462
H -0.14984 3.54891 -6.79079
H 1.34032 3.69088 -5.85203
H -0.07050 4.64756 -5.41515
H -2.45989 2.15152 -6.04115
H -2.59868 3.42530 -4.82623
H -2.87676 1.74482 -4.38046
H -0.47462 0.26537 -6.21443
H 0.36908 -0.12475 -4.71321
H 1.18422 0.81413 -5.96281
H 3.58343 1.69514 -0.35395
H 3.18125 3.40373 -0.49665
H 4.70665 2.79651 -1.16256
H 2.90980 -0.25773 -2.39653
H 4.39939 0.34525 -3.12558
H 2.94180 0.15636 -4.11295
H 2.90466 4.36365 -3.88366
H 3.32532 3.02006 -4.94441
H 4.49768 3.60782 -3.76234
H -2.57772 4.42116 -2.25899
H -2.42165 5.37369 -0.77631
H -2.48858 3.60777 -0.69378
H -0.09084 5.72364 -3.51137
H 1.36722 5.95330 -2.54582
H -0.13671 6.76036 -2.08418
H 0.26908 3.79663 0.93641
H 0.03992 5.55163 0.75714
H 1.56357 4.79614 0.26746
*
```

---

Number 2 is which compound?
C54H84GeN4O2P2Si3Tl

---

Which of these has the highest strongest force on any atom?
C54H84Br2N8O5

---

The lowest strongest force on any atom belongs to which entry?
number 2

---

Which formula does entry 1 have?
C54H84Br2N8O5